# 1
{
  "formula": "C53H72N9OS2",
  "method": "ωB97M-V/def2-TZVPD",
  "total_charge": -1,
  "symbols": ["C", "C", "N", "C", "C", "C", "S", "S", "C", "C", "C", "C", "C", "C", "C", "C", "C", "C", "C", "C", "C", "C", "C", "C", "O", "H", "H", "H", "H", "H", "H", "H", "H", "H", "H", "H", "H", "H", "H", "H", "H", "H", "H", "H", "H", "H", "H", "H", "H", "H", "H", "H", "H", "H", "H", "H", "H", "N", "C", "C", "C", "C", "H", "H", "H", "H", "H", "N", "C", "C", "C", "C", "H", "H", "H", "H", "H", "N", "C", "C", "C", "C", "H", "H", "H", "H", "H", "N", "C", "C", "C", "C", "H", "H", "H", "H", "H", "N", "C", "C", "C", "C", "H", "H", "H", "H", "H", "N", "C", "C", "C", "C", "H", "H", "H", "H", "H", "N", "C", "C", "C", "C", "H", "H", "H", "H", "H", "N", "C", "C", "C", "C", "H", "H", "H", "H", "H"],
  "coordinates": [[-1.64, -0.28, 3.60], [-1.04, 1.01, 2.96], [-0.90, 0.92, 1.51], [-0.17, 2.08, 0.99], [-0.13, 2.20, -0.54], [-2.20, 0.77, 0.92], [-3.37, 1.91, 0.90], [-2.57, -0.84, 0.20], [-1.67, -0.76, -1.38], [-1.77, -2.04, -2.20], [-0.93, -3.25, -1.67], [0.01, -2.89, -0.50], [1.39, -2.35, -1.00], [1.45, -1.86, -2.45], [2.92, -1.47, -2.82], [3.49, -0.42, -1.90], [4.15, -0.85, -0.74], [4.68, -0.01, 0.20], [4.57, 1.36, -0.01], [3.95, 1.80, -1.15], [3.41, 0.94, -2.10], [0.29, -4.20, 0.25], [0.73, -3.90, 1.73], [0.46, -2.45, 2.21], [1.83, -3.09, 1.88], [-0.93, -0.63, 4.35], [-1.81, -1.04, 2.83], [-2.61, -0.09, 4.06], [-1.75, 1.83, 3.19], [-0.08, 1.24, 3.43], [0.87, 1.96, 1.31], [-0.51, 3.05, 1.40], [0.39, 3.13, -0.79], [-1.12, 2.29, -0.99], [0.41, 1.34, -0.96], [-2.15, 0.04, -1.96], [-0.64, -0.44, -1.20], [-2.83, -2.33, -2.27], [-1.45, -1.80, -3.22], [-0.43, -3.79, -2.52], [-1.66, -3.97, -1.27], [1.64, -1.49, -0.35], [2.17, -3.13, -0.86], [1.14, -2.61, -3.19], [0.88, -0.92, -2.53], [3.56, -2.35, -2.88], [2.88, -1.06, -3.84], [4.21, -1.93, -0.56], [5.15, -0.37, 1.11], [4.95, 2.09, 0.69], [3.84, 2.87, -1.32], [2.89, 1.31, -2.98], [-0.61, -4.79, 0.43], [1.15, -4.79, -0.15], [0.56, -4.69, 2.48], [0.68, -1.59, 1.57], [0.83, -2.10, 3.18], [-3.42, 3.07, 4.95], [-4.63, 3.36, 5.54], [-4.38, 4.07, 6.68], [-2.97, 4.22, 6.79], [-2.41, 3.59, 5.70], [-3.30, 2.54, 4.10], [-5.55, 3.03, 5.09], [-5.13, 4.45, 7.36], [-2.43, 4.73, 7.57], [-1.39, 3.47, 5.41], [-1.06, -7.25, -1.80], [-1.53, -8.16, -0.89], [-2.78, -8.55, -1.30], [-3.07, -7.86, -2.51], [-1.99, -7.07, -2.78], [-0.17, -6.78, -1.76], [-0.94, -8.44, -0.04], [-3.42, -9.26, -0.79], [-3.97, -7.92, -3.10], [-1.79, -6.39, -3.59], [-7.04, 5.39, 4.00], [-7.73, 6.55, 4.23], [-8.97, 6.43, 3.65], [-9.03, 5.14, 3.06], [-7.82, 4.53, 3.29], [-6.10, 5.21, 4.31], [-7.28, 7.36, 4.78], [-9.74, 7.18, 3.66], [-9.86, 4.71, 2.52], [-7.46, 3.55, 3.02], [6.72, -1.34, -3.38], [7.01, -2.66, -3.16], [7.60, -3.16, -4.29], [7.68, -2.09, -5.23], [7.13, -0.99, -4.64], [6.26, -0.74, -2.72], [6.77, -3.13, -2.22], [7.94, -4.17, -4.43], [8.09, -2.13, -6.23], [6.99, 0.02, -5.00], [-5.48, -5.81, -1.56], [-6.43, -6.74, -1.24], [-7.66, -6.19, -1.50], [-7.44, -4.88, -2.00], [-6.08, -4.68, -2.03], [-4.48, -5.94, -1.46], [-6.15, -7.70, -0.85], [-8.61, -6.68, -1.35], [-8.19, -4.17, -2.31], [-5.50, -3.83, -2.34], [8.17, 4.87, 1.54], [8.03, 3.54, 1.23], [7.87, 3.44, -0.12], [7.91, 4.76, -0.65], [8.10, 5.62, 0.40], [8.30, 5.24, 2.47], [8.06, 2.79, 2.01], [7.73, 2.52, -0.67], [7.82, 5.04, -1.69], [8.20, 6.69, 0.43], [-9.40, 5.37, -0.26], [-10.74, 5.55, -0.45], [-11.07, 4.99, -1.66], [-9.88, 4.44, -2.21], [-8.87, 4.69, -1.32], [-8.88, 5.68, 0.55], [-11.34, 6.07, 0.28], [-12.05, 4.98, -2.10], [-9.78, 3.92, -3.15], [-7.82, 4.44, -1.35], [10.95, 1.70, 0.00], [11.23, 0.38, 0.22], [11.80, -0.13, -0.92], [11.87, 0.93, -1.86], [11.34, 2.04, -1.27], [10.52, 2.32, 0.66], [11.01, -0.08, 1.17], [12.13, -1.14, -1.06], [12.26, 0.88, -2.86], [11.20, 3.05, -1.63]]
}

=====

# 2
{
  "formula": "C53H74NO12S3",
  "method": "ωB97M-V/def2-TZVPD",
  "total_charge": -3,
  "symbols": ["C", "C", "C", "C", "C", "C", "N", "O", "C", "C", "C", "H", "H", "H", "H", "H", "H", "H", "H", "H", "H", "H", "H", "H", "H", "H", "H", "H", "H", "C", "C", "C", "O", "C", "C", "C", "O", "O", "O", "H", "H", "C", "S", "O", "C", "H", "H", "H", "H", "H", "H", "C", "S", "O", "C", "H", "H", "H", "H", "H", "H", "C", "S", "O", "C", "H", "H", "H", "H", "H", "H", "C", "C", "C", "C", "C", "C", "H", "H", "H", "H", "H", "H", "C", "C", "C", "C", "C", "C", "H", "H", "H", "H", "H", "H", "C", "C", "C", "C", "C", "C", "H", "H", "H", "H", "H", "H", "C", "C", "C", "C", "C", "C", "H", "H", "H", "H", "H", "H", "O", "C", "O", "C", "C", "C", "H", "H", "H", "H", "H", "H", "O", "C", "O", "C", "C", "C", "H", "H", "H", "H", "H", "H"],
  "coordinates": [[11.73, -30.18, 7.54], [12.03, -28.73, 7.74], [10.71, -28.02, 8.16], [10.35, -28.18, 9.67], [11.58, -27.58, 10.39], [12.92, -28.31, 10.12], [13.17, -28.42, 8.64], [14.44, -28.92, 8.17], [12.86, -29.69, 10.81], [13.98, -27.37, 10.65], [12.29, -28.14, 6.40], [10.66, -30.36, 7.59], [12.04, -30.84, 8.35], [12.30, -30.54, 6.68], [9.92, -28.47, 7.55], [10.83, -26.96, 7.93], [10.07, -29.18, 9.99], [9.50, -27.54, 9.88], [11.26, -27.51, 11.43], [11.63, -26.56, 10.02], [12.62, -29.60, 11.87], [13.90, -30.02, 10.76], [12.14, -30.46, 10.55], [14.92, -27.91, 10.80], [13.62, -27.09, 11.64], [13.92, -26.44, 10.09], [13.16, -28.62, 5.94], [12.56, -27.09, 6.33], [11.45, -28.20, 5.70], [13.42, -23.64, 3.56], [13.56, -23.58, 2.17], [14.10, -24.79, 1.45], [14.18, -24.83, 0.16], [14.25, -26.03, 2.01], [14.23, -26.13, 3.49], [13.75, -24.82, 4.30], [13.68, -24.86, 5.54], [14.62, -27.05, 4.19], [13.44, -22.41, 1.66], [13.02, -22.77, 4.07], [14.37, -26.99, 1.52], [12.00, -31.59, 13.98], [11.78, -29.83, 14.59], [11.51, -30.00, 16.07], [13.59, -29.50, 14.62], [12.68, -32.01, 14.73], [12.55, -31.45, 13.05], [11.12, -32.20, 13.81], [13.84, -28.57, 15.13], [13.89, -29.32, 13.59], [14.07, -30.36, 15.08], [8.23, -33.87, 3.91], [9.39, -32.45, 4.00], [9.36, -31.75, 2.62], [8.65, -31.31, 5.31], [8.34, -34.15, 2.86], [7.23, -33.48, 4.10], [8.40, -34.72, 4.57], [8.65, -31.76, 6.30], [7.60, -31.13, 5.07], [9.25, -30.43, 5.54], [11.95, -24.33, 8.20], [13.19, -23.09, 8.65], [14.45, -23.91, 8.35], [12.98, -21.96, 7.24], [11.01, -24.09, 7.69], [11.54, -24.75, 9.12], [12.44, -25.22, 7.80], [13.93, -21.43, 7.11], [12.19, -21.23, 7.40], [12.59, -22.51, 6.39], [13.59, -33.10, 6.71], [13.92, -34.09, 5.83], [14.95, -34.94, 6.17], [15.69, -34.73, 7.39], [15.37, -33.69, 8.20], [14.32, -32.88, 7.86], [12.72, -32.50, 6.45], [13.44, -34.33, 4.89], [15.36, -35.76, 5.60], [16.58, -35.30, 7.60], [15.98, -33.54, 9.08], [13.91, -32.12, 8.51], [17.72, -30.07, 9.97], [18.65, -30.89, 9.40], [18.71, -32.23, 9.92], [18.15, -32.55, 11.17], [17.38, -31.58, 11.73], [17.12, -30.33, 11.18], [17.44, -29.20, 9.40], [19.00, -30.60, 8.42], [19.20, -33.09, 9.48], [18.12, -33.57, 11.53], [16.80, -31.85, 12.60], [16.28, -29.66, 11.32], [6.24, -28.03, 7.15], [6.63, -29.24, 7.61], [5.79, -30.37, 7.52], [4.47, -30.21, 7.08], [4.03, -28.89, 6.72], [4.91, -27.90, 6.73], [6.98, -27.26, 7.31], [7.51, -29.17, 8.24], [6.01, -31.21, 8.16], [3.71, -30.97, 7.11], [2.98, -28.74, 6.52], [4.61, -26.96, 6.28], [17.77, -23.86, 13.29], [17.21, -24.62, 12.18], [16.84, -25.92, 12.43], [17.18, -26.49, 13.66], [17.78, -25.80, 14.66], [18.03, -24.42, 14.56], [17.78, -22.79, 13.20], [16.79, -24.13, 11.31], [16.40, -26.51, 11.64], [16.89, -27.53, 13.69], [17.96, -26.37, 15.56], [18.47, -23.80, 15.32], [8.98, -26.98, 1.44], [9.44, -26.57, 2.48], [10.07, -25.36, 2.59], [10.11, -25.06, 4.01], [9.13, -26.03, 4.77], [9.23, -27.23, 3.86], [9.85, -24.00, 4.10], [11.16, -25.13, 4.28], [8.16, -25.56, 4.88], [9.59, -26.32, 5.71], [8.45, -27.99, 3.96], [10.15, -27.79, 4.01], [7.96, -24.12, 12.70], [7.91, -24.01, 11.50], [8.27, -25.03, 10.70], [8.22, -24.66, 9.32], [8.11, -23.11, 9.34], [7.47, -22.81, 10.67], [7.40, -25.19, 8.83], [9.12, -24.83, 8.73], [7.60, -22.63, 8.51], [9.11, -22.69, 9.27], [6.38, -22.75, 10.57], [7.86, -21.85, 11.02]]
}

=====

Short version: max |F| = 4.22; 5.35 eV Å⁻¹, in the order given.
Short version: energy = -3426.9275; -4215.6687 hartree, in the order given.
Short version: highest occupied orbital energy = -2.1530; 1.6121 eV, in the order given.